No. 1
{"formula": "C3H4BrClS", "method": "ωB97M-V/def2-TZVPD", "total_charge": 0, "relative_energy_kj_mol": 422.41, "lumo_ha": [-0.0543, -0.0543], "smiles": "C#S(/C)=C(/Cl)Br", "homo_energy_ev": [-8.840, -8.839], "max_force_ev_per_a": 3.10, "energy_ev": -96569.1959, "gap_ev": [7.36, 7.36], "species": ["C", "S", "C", "C", "Cl", "Br", "H", "H", "H", "H"], "coordinates": [[-0.07161, 2.06050, 0.91026], [0.33847, 0.60865, 0.33076], [-0.68140, -0.13431, -1.10089], [0.59853, -1.29862, 0.96128], [1.88228, -1.74460, -0.23067], [1.25126, -1.34357, 2.77463], [-0.85858, 2.55623, 0.37340], [-1.53933, 0.47148, -1.37368], [-0.82506, -1.02700, -0.56749], [-0.09457, -0.14876, -2.07759]], "forces_ev_per_angstrom": [[0.85, -1.27, 0.82], [-1.50, 1.17, -1.50], [1.66, 2.21, -1.40], [0.78, 0.04, 0.54], [-0.04, -0.33, 0.56], [0.10, -0.04, -0.36], [-0.35, 0.22, -0.61], [-0.30, 0.03, 0.75], [-0.88, -1.56, -0.44], [-0.31, -0.49, 1.64]], "lowdin_charge": [-0.2842, 0.7485, -0.2615, -1.1968, 0.4203, 0.5465, -0.0487, 0.0428, -0.0359, 0.0692]}

No. 2
{"formula": "C3H4BrF", "method": "ωB97M-V/def2-TZVPD", "total_charge": 0, "relative_energy_kj_mol": 0.00, "lumo_ha": 0.0216, "smiles": "C=C(F)CBr", "homo_energy_ev": -9.892, "max_force_ev_per_a": 0.29, "energy_ev": -75935.1110, "gap_ev": 10.48, "species": ["C", "C", "F", "C", "Br", "H", "H", "H", "H"], "coordinates": [[-1.03243, 0.24004, -0.95974], [-0.31843, -0.44025, -0.08181], [-0.48613, -1.77556, 0.03666], [0.71073, 0.10064, 0.84611], [2.44895, 0.31786, -0.06278], [-1.75112, -0.25005, -1.59054], [-0.90375, 1.30011, -1.07029], [0.44385, 1.09109, 1.20808], [0.88832, -0.58388, 1.67431]], "forces_ev_per_angstrom": [[0.01, -0.18, 0.18], [-0.08, 0.18, -0.08], [0.10, 0.03, -0.01], [0.21, 0.01, -0.08], [-0.22, -0.09, 0.17], [-0.11, -0.16, -0.10], [0.11, 0.22, 0.07], [0.04, -0.14, -0.05], [-0.05, 0.13, -0.10]], "lowdin_charge": [0.0798, -0.4746, 0.0373, -0.5151, 0.6001, 0.0711, 0.0708, 0.0647, 0.0658]}

No. 3
{"formula": "C3H4BrF", "method": "ωB97M-V/def2-TZVPD", "total_charge": 0, "relative_energy_kj_mol": 366.61, "lumo_ha": [-0.0099, 0.0147], "homo_energy_ev": [-8.136, -8.468], "max_force_ev_per_a": 5.35, "energy_ev": -75931.3114, "gap_ev": [7.87, 8.87], "species": ["C", "C", "C", "F", "Br", "H", "H", "H", "H"], "coordinates": [[-0.23193, -0.41764, -0.11160], [-1.13078, 0.69643, -0.50391], [1.10014, -0.33370, 0.72895], [-2.23183, 0.46864, 0.15475], [2.70858, -0.44011, -0.16771], [-0.80782, -1.13541, 0.34616], [0.23377, -0.83498, -1.08162], [-0.83046, 1.58972, -0.90702], [1.19033, 0.40704, 1.54200]], "forces_ev_per_angstrom": [[4.52, 0.22, -2.86], [2.12, -3.43, 1.43], [-1.69, 1.90, 0.14], [-2.65, 1.43, 0.51], [0.51, -0.19, -0.32], [-1.43, -1.82, 0.82], [-1.09, 0.12, 1.15], [-0.06, 2.36, -0.64], [-0.24, -0.60, -0.23]], "lowdin_charge": [-0.2807, -0.1245, -0.5817, 0.0370, 0.6779, 0.0683, 0.0989, 0.0787, 0.0260]}

No. 4
{"formula": "C3H4BrF", "method": "ωB97M-V/def2-TZVPD", "total_charge": 0, "relative_energy_kj_mol": 127.74, "lumo_ha": 0.0065, "homo_energy_ev": -10.763, "max_force_ev_per_a": 4.45, "energy_ev": -75933.7871, "gap_ev": 10.94, "species": ["C", "C", "C", "F", "Br", "H", "H", "H", "H"], "coordinates": [[-0.60224, 1.32741, -0.18022], [-0.40206, 0.05801, -0.02872], [0.62905, -0.93196, 0.24999], [-1.79951, -0.95866, -0.34197], [2.40131, -0.19472, -0.09976], [-1.56186, 1.73995, -0.43313], [0.21970, 2.01580, -0.05453], [0.61260, -1.25787, 1.29186], [0.50301, -1.79795, -0.40352]], "forces_ev_per_angstrom": [[-0.10, 0.26, 0.00], [-3.48, -2.57, -1.04], [0.37, -0.46, 0.06], [3.42, 2.68, 0.90], [-0.16, -0.03, 0.11], [-0.22, -0.13, -0.05], [0.19, -0.07, 0.07], [-0.01, 0.07, -0.18], [0.00, 0.25, 0.13]], "lowdin_charge": [0.0568, -0.2258, -0.5645, -0.2293, 0.6556, 0.0834, 0.0697, 0.0782, 0.0760]}

No. 5
{"formula": "C3H4BrFO", "method": "ωB97M-V/def2-TZVPD", "total_charge": 0, "relative_energy_kj_mol": 63.20, "lumo_ha": 0.0247, "smiles": "C[C@@H](Br)C(=O)F", "homo_energy_ev": -10.367, "max_force_ev_per_a": 4.93, "energy_ev": -77982.5458, "gap_ev": 11.04, "species": ["C", "C", "Br", "C", "O", "F", "H", "H", "H", "H"], "coordinates": [[1.07903, 0.63671, -0.28364], [-0.20591, 0.33511, 0.38116], [-1.70477, 1.55244, 0.01725], [-0.82058, -1.29588, -0.08339], [-0.47959, -2.02952, -0.91605], [-1.80154, -1.51379, 0.80547], [1.62852, -0.17249, 0.04458], [0.86582, 0.62680, -1.44099], [1.52807, 1.54768, 0.04022], [-0.08904, 0.31294, 1.43539]], "forces_ev_per_angstrom": [[-2.29, 0.60, -3.27], [-2.12, -2.51, -1.32], [0.49, -0.22, 0.01], [0.96, 4.33, 2.15], [0.17, -0.52, -0.59], [-0.09, -0.55, -0.30], [1.98, -1.71, 0.05], [0.98, 0.02, 2.19], [0.17, 0.73, 0.11], [-0.25, -0.19, 0.96]], "lowdin_charge": [-0.1531, -0.6413, 0.6622, -0.4361, 0.1823, 0.0669, 0.0545, 0.1345, 0.0717, 0.0586]}

No. 6
{"formula": "C3H4BrIO2", "method": "ωB97M-V/def2-TZVPD", "total_charge": 0, "relative_energy_kj_mol": 339.18, "lumo_ha": [-0.0328, -0.0401], "homo_energy_ev": [-8.735, -8.432], "max_force_ev_per_a": 0.71, "energy_ev": -85410.3409, "gap_ev": [7.84, 7.34], "species": ["C", "C", "C", "O", "O", "Br", "I", "H", "H", "H", "H"], "coordinates": [[0.05806, -0.18792, 0.62032], [0.87817, -1.11376, -0.06971], [-1.74024, 2.01802, -1.37454], [-1.09749, -0.62144, 1.10399], [0.53141, -2.29300, -0.18563], [-1.97664, 3.57952, -0.39645], [-3.04248, 0.43664, -1.07799], [0.29153, 0.84718, 0.80733], [1.82479, -0.73300, -0.48262], [-0.71810, 1.73935, -1.58757], [-1.14683, -1.57817, 0.87659]], "forces_ev_per_angstrom": [[-0.32, -0.23, 0.13], [0.30, 0.18, -0.08], [-0.29, -0.53, 0.36], [0.38, -0.25, 0.28], [-0.12, 0.01, 0.00], [0.06, 0.00, -0.07], [-0.06, 0.50, -0.49], [0.01, 0.08, 0.00], [-0.05, -0.11, 0.01], [0.00, 0.11, -0.13], [0.09, 0.24, -0.01]], "lowdin_charge": [-0.1676, -0.2861, -1.2042, -0.0570, 0.0050, 0.5742, 0.8468, 0.1164, 0.1185, -0.0600, 0.1140]}

No. 7
{"formula": "C3H4Cl2", "method": "ωB97M-V/def2-TZVPD", "total_charge": 0, "relative_energy_kj_mol": 245.19, "lumo_ha": 0.0352, "homo_energy_ev": -10.182, "max_force_ev_per_a": 8.23, "energy_ev": -28217.6182, "gap_ev": 11.14, "species": ["C", "C", "C", "H", "H", "H", "H", "Cl", "Cl"], "coordinates": [[-0.44130, -0.11745, -0.94353], [0.59428, 0.24306, 0.15153], [0.30713, -0.18344, 1.31094], [-1.19369, -0.93057, -0.59426], [1.37885, 0.90234, -0.28440], [-0.71626, -0.85713, 1.76832], [1.14685, 0.23110, 1.92336], [-1.62463, 1.19595, -1.24057], [0.54878, -0.48387, -2.09140]], "forces_ev_per_angstrom": [[-3.69, 0.46, 6.02], [-3.20, 1.09, -4.10], [-0.44, -1.31, 5.62], [1.83, 0.98, -0.63], [-0.39, -0.66, 1.17], [3.61, 2.34, -1.74], [-1.23, -1.16, 1.10], [0.05, 0.60, -0.35], [3.46, -2.34, -7.09]], "lowdin_charge": [-1.3282, -0.3888, -0.0511, 0.0889, 0.1073, 0.1782, 0.0690, 0.5387, 0.7859]}

No. 8
{"formula": "C3H4Cl2O", "method": "ωB97M-V/def2-TZVPD", "total_charge": 0, "relative_energy_kj_mol": 88.24, "lumo_ha": -0.0154, "smiles": "C=CC(=O)Cl.Cl", "homo_energy_ev": -10.977, "max_force_ev_per_a": 3.51, "energy_ev": -30267.3621, "gap_ev": 10.56, "species": ["C", "C", "C", "O", "Cl", "H", "H", "H", "Cl", "H"], "coordinates": [[1.83009, 0.93897, 0.02454], [0.67136, 1.29094, -0.50044], [-0.50597, 1.51617, 0.32084], [-0.58614, 1.80460, 1.45828], [-2.16670, 1.31526, -0.56699], [2.60133, 0.79494, -0.63632], [1.95886, 0.64961, 1.11349], [0.70932, 1.40694, -1.57935], [-5.13326, -0.55802, 0.18397], [-4.84718, 0.49145, -0.41071]], "forces_ev_per_angstrom": [[-1.37, -0.71, 3.15], [0.52, 0.13, -0.85], [-1.80, 0.13, 0.11], [0.46, -0.10, 0.01], [1.28, 0.08, 0.04], [2.01, -0.33, -1.18], [-0.13, 0.68, -1.47], [-0.89, 0.18, 0.15], [-0.42, -1.24, 0.67], [0.34, 1.18, -0.64]], "lowdin_charge": [0.0702, -0.1666, -0.7171, 0.0844, 0.5071, 0.0395, 0.1142, 0.1071, 0.2940, -0.3327]}